56
Properties=species:S:1:pos:R:3 method="wB97M-V/def2-TZVPD" relative_energy_ev=0.0000 charge=+2 total_energy_ha=-2346.66905 e_homo_ev="-14.160 / -14.161" fmax_ev_per_a=0.5 orbital_gap_ev="6.20 / 6.20"
W -0.7887 -0.0014 0.5381
N -1.4969 -2.0883 -1.8268
C -1.1872 -0.8806 -1.3832
S 0.9118 -1.1276 0.9483
N -1.0861 0.1714 -2.1566
N -0.7077 1.1246 -1.2204
C -0.5119 2.3613 -1.4984
C -0.2053 3.3320 -0.4822
C 0.0970 4.6514 -0.8371
C 0.4072 5.5820 0.1308
C 0.4243 5.2034 1.4717
C 0.1276 3.9044 1.8478
C -0.1938 2.9781 0.8724
O -0.4826 1.7013 1.2497
H -1.5693 -2.8719 -1.2045
H -1.6374 -2.2488 -2.8143
H -0.5916 2.6552 -2.5417
H 0.0910 4.9292 -1.8839
H 0.6423 6.5991 -0.1489
H 0.6785 5.9314 2.2305
H 0.1433 3.5939 2.8842
S -2.8074 -0.8688 1.2667
Sb -2.9747 -0.8698 3.6728
C -5.0246 -0.8430 4.0066
C -5.7936 -1.8798 3.4822
C -7.1552 -1.8930 3.7356
C -7.7283 -0.8866 4.5055
C -6.9493 0.1369 5.0290
C -5.5847 0.1680 4.7814
C -2.0326 0.8291 4.4210
C -0.9173 0.6605 5.2361
C -0.3286 1.7817 5.8043
C -0.8577 3.0427 5.5592
C -1.9672 3.1992 4.7351
C -2.5648 2.0898 4.1582
C -2.1353 -2.6503 4.3502
C -2.7619 -3.2669 5.4306
C -2.2154 -4.4361 5.9394
C -1.0696 -4.9736 5.3693
C -0.4572 -4.3525 4.2866
C -0.9885 -3.1823 3.7687
H -5.3477 -2.6686 2.8869
H -7.7682 -2.6889 3.3353
H -8.7921 -0.9029 4.7007
H -7.4018 0.9122 5.6321
H -4.9778 0.9635 5.1960
H -0.5143 -0.3251 5.4392
H 0.5358 1.6677 6.4445
H -0.4049 3.9114 6.0189
H -2.3734 4.1848 4.5493
H -3.4305 2.2135 3.5174
H -3.6640 -2.8566 5.8700
H -2.6893 -4.9280 6.7780
H -0.6512 -5.8879 5.7684
H 0.4321 -4.7823 3.8457
H -0.5208 -2.7006 2.9211

=====

54
Properties=species:S:1:pos:R:3 method="wB97M-V/def2-TZVPD" relative_energy_ev=0.0000 charge=0 total_energy_ha=-1696.43929 e_homo_ev=-7.989 fmax_ev_per_a=1.1 smiles="C[C@@H]1Cc2ccccc2N1C(=O)CSc1nnc(-c2ccccc2)c(-c2ccccc2)n1" orbital_gap_ev=7.79
C 4.1466 0.6691 -3.1087
H 4.3834 1.7176 -2.9442
H 3.8602 0.5421 -4.1507
H 5.0381 0.0778 -2.9153
C 3.0058 0.2115 -2.2001
N 1.8124 1.0243 -2.4502
C 1.5291 2.2356 -1.9170
O 0.4772 2.8130 -2.1048
C 2.6065 2.9038 -1.0623
H 3.4411 2.2691 -0.7853
H 2.9624 3.7979 -1.5750
S 1.8202 3.5253 0.4644
C 1.0739 2.0471 0.9791
N 0.2513 2.0815 2.0132
C -0.4454 0.9935 2.2898
C -0.3987 -0.0762 1.3458
N 0.6236 -0.0974 0.5077
N 1.4134 0.9162 0.3568
C -1.3632 -1.1669 1.2600
C -0.9548 -2.4220 0.8111
C -1.8654 -3.4559 0.7148
C -3.1930 -3.2481 1.0531
C -3.6097 -1.9966 1.4777
C -2.7039 -0.9586 1.5813
H -3.0355 0.0194 1.8980
H -4.6466 -1.8279 1.7280
H -3.9036 -4.0580 0.9801
H -1.5405 -4.4279 0.3739
H 0.0818 -2.5688 0.5498
C -1.1337 0.9401 3.5754
C -1.2950 -0.2606 4.2661
C -1.9435 -0.2726 5.4857
C -2.4392 0.9036 6.0262
C -2.2688 2.1013 5.3505
C -1.6134 2.1239 4.1349
H -1.4680 3.0480 3.5970
H -2.6455 3.0202 5.7747
H -2.9514 0.8865 6.9768
H -2.0615 -1.2044 6.0187
H -0.8957 -1.1769 3.8567
C 0.9005 0.2860 -3.2207
C -0.2544 0.7127 -3.8505
C -0.9828 -0.2197 -4.5767
C -0.5718 -1.5375 -4.6737
C 0.5881 -1.9595 -4.0362
C 1.3179 -1.0418 -3.3151
C 2.5743 -1.2302 -2.5235
H 3.3433 -1.7675 -3.0782
H 2.3572 -1.7854 -1.6087
H 0.9128 -2.9873 -4.1046
H -1.1551 -2.2429 -5.2466
H -1.8867 0.0958 -5.0761
H -0.5822 1.7350 -3.7740
H 3.2878 0.2929 -1.1487